This record from the OMol25 dataset describes C26H15Cl6N4O3STi as an isolated structure at a distorted geometry. The level of theory is ωB97M-V with the def2-TZVPD basis set.

Summary:
Relative energy (zero: lowest compared OMol25 entry of this formula, charge and spin)   108.4 kJ/mol
E   -148396.7381 eV

```
! RIJCOSX wB97M-V def2-TZVPD def2/J DEFGRID3
* xyz -1 3
Ti -0.612 0.125 -0.352
Cl 5.325 -3.740 -3.148
C 3.743 -3.102 -2.670
C 3.584 -1.812 -2.291
Cl 5.012 -0.876 -2.083
C 2.359 -1.265 -1.904
Cl 2.216 0.373 -1.522
C 1.217 -2.088 -1.749
O 0.135 -1.613 -1.203
C 1.308 -3.409 -2.262
Cl -0.080 -4.441 -2.324
C 2.574 -3.919 -2.647
Cl 2.600 -5.504 -3.280
N -3.775 2.123 1.556
C -3.002 3.295 1.558
C -3.222 4.593 2.045
C -2.118 5.505 2.031
C -0.914 4.937 1.718
C -0.637 3.622 1.301
C -1.716 2.879 1.115
N -1.840 1.561 0.596
C -3.088 1.209 0.874
C -3.432 -0.143 0.704
C -4.547 -0.841 0.989
S -4.495 -2.459 0.465
C -2.840 -2.204 -0.098
N -2.449 -0.824 0.012
H -4.654 2.059 2.098
H -4.246 4.922 2.425
H -2.327 6.513 2.180
H -0.016 5.628 1.740
H 0.324 3.252 0.873
H -5.415 -0.500 1.472
H -2.378 -2.983 -0.694
Cl -3.315 2.775 -2.418
C -1.640 3.379 -2.611
C -0.559 2.468 -1.997
O 0.343 3.063 -1.428
O -0.650 1.238 -2.109
H -1.654 4.381 -2.002
H -1.369 3.622 -3.627
C 0.518 -0.216 1.625
C 1.492 -1.426 1.453
C 1.147 -2.753 1.204
C 2.180 -3.644 0.888
C 3.476 -3.186 0.900
C 3.861 -1.901 1.198
C 2.848 -1.036 1.523
C 4.501 -4.110 0.580
N 5.414 -4.778 0.312
H 1.005 0.759 1.892
H -0.239 -0.343 2.435
H 0.069 -3.050 1.175
H 2.049 -4.653 0.566
H 4.839 -1.475 1.104
H 3.089 0.011 1.815
*
```

natural (NBO) atomic charge list, values in e, 4 entries: number 1, Ti, carries 1.70; number 2, Cl, carries 0.02; number 3, C, carries -0.10; number 4, C, carries -0.09

This record from the OMol25 dataset describes C26H15N6O8S2Ti as an isolated structure at a distorted geometry. The level of theory is ωB97M-V with the def2-TZVPD basis set.

Summary:
Relative energy (zero: lowest compared OMol25 entry of this formula, charge and spin)   43.2 kJ/mol
E   -97306.1303 eV

```
! RIJCOSX wB97M-V def2-TZVPD def2/J DEFGRID3
* xyz 1 1
Ti 0.266 0.181 -0.320
O -0.341 -3.777 -0.119
C 0.119 -2.668 -0.112
N -0.300 -1.571 -0.838
C -1.235 -1.710 -1.843
O -1.807 -2.713 -2.173
C -1.419 -0.398 -2.565
C -2.319 -0.301 -3.618
C -2.449 0.914 -4.272
C -1.662 1.976 -3.854
C -0.792 1.797 -2.787
N -0.672 0.633 -2.151
C 1.315 -2.288 0.732
C 1.976 -3.220 1.520
C 3.040 -2.788 2.297
C 3.389 -1.444 2.264
C 2.681 -0.581 1.439
N 1.677 -1.003 0.675
H -2.881 -1.180 -3.893
H -3.149 1.027 -5.085
H -1.729 2.939 -4.334
H -0.171 2.620 -2.444
H 1.637 -4.245 1.504
H 3.578 -3.480 2.927
H 4.186 -1.062 2.881
H 2.922 0.479 1.395
S 1.440 2.404 -0.292
C 2.319 1.438 -1.384
N 1.832 0.221 -1.592
C 2.562 -0.498 -2.507
C 2.289 -1.786 -2.960
C 3.110 -2.339 -3.922
C 4.202 -1.631 -4.421
C 4.498 -0.357 -3.970
C 3.669 0.209 -3.015
S 3.752 1.806 -2.292
H 1.441 -2.331 -2.569
H 2.897 -3.329 -4.296
H 4.824 -2.082 -5.178
H 5.342 0.193 -4.350
O -1.678 0.713 0.214
C -1.250 0.809 1.390
O -0.032 0.526 1.575
C -2.079 1.246 2.537
C -3.458 1.411 2.436
C -4.167 1.826 3.554
C -3.537 2.090 4.762
C -2.162 1.924 4.838
C -1.429 1.501 3.744
N -1.468 2.195 6.098
O -0.284 1.966 6.122
O -2.130 2.622 7.005
N -5.619 1.995 3.457
O -6.111 1.808 2.373
O -6.199 2.306 4.462
H -3.978 1.214 1.508
H -4.100 2.415 5.627
H -0.357 1.378 3.819
*
```

natural (NBO) atomic charge list, values in e, 4 entries: number 1, Ti, carries 1.43; number 2, O, carries -0.47; number 3, C, carries 0.66; number 4, N, carries -0.74

This record from the OMol25 dataset describes C26H17BF5N5O3RhSe as an isolated structure at a distorted geometry. The level of theory is ωB97M-V with the def2-TZVPD basis set.

Summary:
Relative energy (zero: lowest compared OMol25 entry of this formula, charge and spin)   267.3 kJ/mol
E   -123449.7938 eV

```
! RIJCOSX wB97M-V def2-TZVPD def2/J DEFGRID3
* xyz 1 1
Rh -1.229 -2.094 0.171
Se 5.405 -5.808 0.015
N 4.905 -4.178 -0.474
C 3.621 -4.088 -0.255
C 2.835 -2.901 -0.566
C 3.349 -1.753 -1.166
C 2.487 -0.724 -1.476
C 1.137 -0.841 -1.171
N 0.645 -1.920 -0.571
C 1.476 -2.940 -0.271
C 0.863 -4.085 0.358
N -0.445 -3.942 0.646
C -1.114 -4.982 1.133
C -0.485 -6.206 1.359
C 0.857 -6.351 1.103
C 1.563 -5.258 0.593
C 2.988 -5.261 0.293
N 3.770 -6.285 0.507
H 4.407 -1.694 -1.386
H 2.837 0.177 -1.958
H 0.430 -0.069 -1.438
H -2.157 -4.835 1.361
H -1.078 -7.026 1.739
H 1.373 -7.285 1.278
C -2.723 5.247 -1.598
C -1.707 5.141 -0.473
C -0.427 5.891 -0.800
C 0.518 5.853 0.386
C 0.775 4.432 0.802
C 1.932 4.091 1.461
C 2.170 2.770 1.837
F 3.310 2.490 2.481
C 1.287 1.769 1.558
C 0.103 2.090 0.878
C -0.842 1.035 0.556
O -0.527 -0.161 0.845
C -2.004 1.421 -0.105
C -2.214 2.742 -0.421
N -1.359 3.720 -0.152
C -0.165 3.419 0.508
C -3.056 0.440 -0.442
O -4.110 0.786 -0.923
O -2.815 -0.796 -0.079
H -2.808 6.296 -1.876
H -3.718 4.912 -1.312
H -2.399 4.690 -2.479
H -2.135 5.558 0.444
H -0.682 6.919 -1.056
H 0.039 5.439 -1.681
H 0.074 6.399 1.224
H 1.463 6.345 0.156
H 2.673 4.845 1.694
H 1.477 0.751 1.864
H -3.143 2.992 -0.912
F -2.382 -3.114 -1.293
B -3.593 -3.458 -0.472
F -4.676 -2.816 -0.895
F -3.675 -4.815 -0.400
F -3.103 -2.973 0.852
*
```

natural (NBO) atomic charge list, values in e, 4 entries: number 1, Rh, carries 1.38; number 2, Se, carries 1.02; number 3, N, carries -0.61; number 4, C, carries 0.17

This record from the OMol25 dataset describes C26H17Cl5N8OS4V as an isolated structure at a distorted geometry. The level of theory is ωB97M-V with the def2-TZVPD basis set.

Summary:
Relative energy (zero: lowest compared OMol25 entry of this formula, charge and spin)   283.1 kJ/mol
E   -172851.0125 eV

```
! RIJCOSX wB97M-V def2-TZVPD def2/J DEFGRID3
* xyz -2 4
V 0.498 0.020 -0.686
N 0.597 -2.166 3.167
C 1.310 -1.548 2.149
S 2.314 -2.499 1.168
N 1.163 -0.247 2.110
N 1.438 0.421 0.964
C 2.206 1.510 1.020
C 2.786 2.043 2.267
C 4.094 2.530 2.336
C 4.591 3.085 3.505
C 3.802 3.152 4.643
C 2.503 2.662 4.593
C 2.001 2.117 3.425
C 2.247 2.216 -0.222
C 2.992 3.379 -0.488
C 2.908 3.990 -1.712
C 2.043 3.449 -2.675
C 1.315 2.335 -2.349
N 1.402 1.687 -1.168
H 1.002 -3.023 3.499
H 0.262 -1.538 3.884
H 4.742 2.450 1.472
H 5.606 3.468 3.529
H 4.193 3.585 5.556
H 1.873 2.717 5.474
H 0.985 1.755 3.385
H 3.607 3.804 0.289
H 3.484 4.881 -1.930
H 1.929 3.895 -3.653
H 0.614 1.932 -3.066
Cl -4.680 -4.681 2.149
C -3.485 -3.632 1.476
C -3.377 -2.312 1.911
Cl -4.444 -1.726 3.136
C -2.415 -1.480 1.380
Cl -2.172 0.131 1.937
C -1.511 -1.921 0.374
O -0.591 -1.164 -0.085
C -1.685 -3.252 -0.091
Cl -0.668 -3.737 -1.386
C -2.629 -4.087 0.468
Cl -2.756 -5.715 -0.080
S 1.478 -0.955 -2.569
C 0.009 -0.654 -3.419
S -1.218 0.194 -2.568
C -0.164 -1.071 -4.745
C 0.876 -1.665 -5.499
N 1.705 -2.121 -6.164
C -1.391 -0.897 -5.427
N -2.383 -0.790 -6.011
S -0.185 3.939 1.313
C -1.709 4.325 0.819
N -2.695 3.489 0.446
C -3.916 4.173 0.066
C -3.647 5.607 0.551
N -2.202 5.602 0.718
H -2.534 2.512 0.265
H -4.783 3.727 0.556
H -4.074 4.140 -1.016
H -4.167 5.812 1.494
H -3.951 6.357 -0.180
H -1.723 6.327 1.219
*
```

natural (NBO) atomic charge list, values in e, 4 entries: number 1, V, carries 1.15; number 2, N, carries -0.83; number 3, C, carries 0.26; number 4, S, carries -0.42